Entry 1:
Here is a gas-phase ion, C8H13N2 (charge +1) at a distorted geometry from the OMol25 dataset. Energies are from ωB97M-V/def2-TZVPD.

As for the total charge: +1. For the HOMO-LUMO gap, the calculation gives 9.745 eV. Its relative energy (zero: lowest compared OMol25 entry of this formula, charge and spin) is 241.3 kJ/mol. Its structure (SMILES) is C[C@@H]1C=C2N=CC[C@H](C)[N@H+]21. The electronic energy is -11478.9873 eV.

Element x y z (Å)
C 0.2244 2.2482 0.1447
C 0.4875 0.0393 -2.6112
C 0.0860 1.4428 -0.9066
C 0.4797 -1.1956 -1.7648
C -0.0498 1.1820 1.1737
C 0.5855 -0.9427 -0.2486
C -1.2092 1.3734 2.1243
C 0.2409 -2.1769 0.5691
N 0.3078 1.2226 -2.1761
N -0.3141 0.1745 0.0733
H 0.4823 3.2839 0.2334
H 0.6593 -0.0770 -3.6726
H -0.4428 -1.7398 -1.9990
H 1.3049 -1.8380 -2.0811
H 0.8502 0.8835 1.7184
H 1.6011 -0.6072 -0.0098
H -2.1184 1.6210 1.5841
H -0.9820 2.1915 2.8007
H -1.3708 0.4789 2.7211
H 0.3062 -1.9690 1.6331
H 0.9339 -2.9791 0.3395
H -0.7657 -2.5189 0.3415
H -1.2968 -0.0973 0.0127



Entry 2:
Here is 3 unconnected molecules or ions with the total composition C5H12O2 at a distorted geometry from the OMol25 dataset. Energies are from ωB97M-V/def2-TZVPD.

As for the total charge: 0. For the HOMO-LUMO gap, the calculation gives 9.762 eV. Its relative energy (zero: lowest compared OMol25 entry of this formula, charge and spin) is 207.5 kJ/mol. Its structure (SMILES) is C=C/C=C/C.O.O. The electronic energy is -9472.9853 eV.

Element x y z (Å)
C 0.1116 2.7894 -0.9745
C -0.1910 1.5103 -0.7565
C 0.9257 0.5017 -0.7364
C 0.7289 -0.7908 -0.9278
C 1.8630 -1.7695 -1.1873
H -0.6470 3.5060 -1.2639
H 1.0155 3.2790 -0.6244
H -1.2073 1.1377 -0.8356
H 1.8926 0.9731 -0.6026
H -0.2082 -1.3317 -0.8670
H 2.8139 -1.4401 -0.7779
H 1.8732 -1.9837 -2.2556
H 1.5759 -2.6684 -0.6300
H -1.6559 -1.2212 1.9150
H -1.9527 -2.0352 0.6442
O -2.1273 -2.0039 1.5917
H -0.1124 0.1971 2.6467
H -0.4552 0.9006 1.2835
O -0.8299 0.4118 2.0331



Entry 3:
Here is 7 unconnected molecules or ions with the total composition C5H23NO8 at a distorted geometry from the OMol25 dataset. Energies are from ωB97M-V/def2-TZVPD.

As for the total charge: 0. For the HOMO-LUMO gap, the calculation gives 8.997 eV. Its relative energy (zero: lowest compared OMol25 entry of this formula, charge and spin) is 210.3 kJ/mol. Its structure (SMILES) is CN[C@H](CO)CC=O.O.O.O.O.O.O. The electronic energy is -23427.8558 eV.

Element x y z (Å)
C 2.7527 -0.7922 1.6267
N 1.3589 -0.3222 1.4802
C 0.8268 -0.4887 0.1071
C 1.6426 0.2280 -0.9877
C 0.7723 0.5974 -2.2044
O 1.3063 1.0169 -3.1973
C 0.7428 -1.9849 -0.2381
O 0.4570 -2.2673 -1.6275
H 3.4062 0.0389 1.9155
H 3.1694 -1.0095 0.6333
H 2.8349 -1.6392 2.2963
H 1.3859 0.6799 1.6534
H -0.1774 -0.0449 0.0903
H 2.4253 -0.4073 -1.4174
H 2.2259 1.1222 -0.7371
H -0.3001 0.3434 -2.1550
H -0.0398 -2.4015 0.4061
H 1.6581 -2.5908 -0.2326
H -0.2749 -1.6788 -1.8655
H -1.9764 1.3631 1.2427
H -1.3754 1.7063 2.7015
O -1.4672 1.9800 1.7885
H -1.1072 -2.3222 3.1536
H -0.1666 -1.3019 2.3345
O -1.0762 -1.6154 2.5064
H -2.2243 1.4319 -1.1494
H -1.7367 2.7338 -0.4338
O -1.6489 2.1982 -1.2291
H -2.1481 -0.9346 1.6038
H -3.6425 -0.3739 1.2566
O -2.7240 -0.4050 0.9846
H 0.1906 2.3304 0.9041
H 1.6933 2.6787 0.4751
O 1.0763 2.5906 1.2018
H -2.6687 -1.3178 -2.2312
H -2.3913 -1.0219 -0.7136
O -2.0607 -0.9024 -1.6143



Entry 4:
Here is 2 unconnected molecules or ions with the total composition C3H9NS2 at a distorted geometry from the OMol25 dataset. Energies are from ωB97M-V/def2-TZVPD.

As for the total charge: 0. For the HOMO-LUMO gap, the calculation gives 9.568 eV. Its relative energy (zero: lowest compared OMol25 entry of this formula, charge and spin) is 126.8 kJ/mol. Its structure (SMILES) is C=NC.CSS. The electronic energy is -26416.3626 eV.

Element x y z (Å)
C 1.7292 0.7277 0.9195
S 1.3642 -1.0077 1.3078
S 3.2949 -1.7745 1.2838
H 1.8602 1.3670 1.7936
H 2.6637 0.7902 0.3640
H 0.9171 1.1328 0.3231
H 3.2130 -2.1910 0.0283
C -2.6606 0.6405 -0.3646
C -0.7858 -0.4893 -1.1639
N -1.2407 0.3304 -0.3211
H -2.8283 1.4094 -1.1311
H -3.2344 -0.2336 -0.6822
H -3.0230 1.0870 0.5561
H 0.2275 -0.8636 -1.0295
H -1.4968 -0.9256 -1.8839